Entry from the Open Molecules 2025 dataset: 7 unconnected molecules or ions with the total composition C42H80N2O4 (ωB97M-V with the def2-TZVPD basis set).

Structure (ORCA input):
```
! wB97M-V def2-TZVPD RIJCOSX def2/J DEFGRID3
* xyz 0 1
O -1.000 3.028 2.029
N -2.007 3.053 2.625
O -2.174 3.329 3.809
C -3.305 2.959 1.879
C -4.571 3.155 2.491
C -5.761 2.922 1.802
C -5.692 2.607 0.467
C -4.509 2.715 -0.252
C -3.274 2.683 0.479
H -4.697 3.419 3.530
H -6.764 2.947 2.200
H -6.679 2.396 0.082
H -4.460 2.546 -1.318
H -2.338 2.498 -0.028
O -1.297 6.379 0.372
N -1.645 6.560 -0.769
O -0.911 6.920 -1.672
C -3.108 6.398 -1.164
C -4.053 6.185 -0.118
C -5.378 5.935 -0.415
C -5.908 5.801 -1.644
C -5.033 6.099 -2.661
C -3.620 6.401 -2.425
H -3.749 6.126 0.916
H -5.936 5.613 0.452
H -6.962 5.572 -1.694
H -5.518 6.462 -3.555
H -2.805 6.565 -3.115
C 4.838 -1.248 -4.546
C 4.536 -0.118 -3.638
C 5.655 0.075 -2.503
C 5.296 -0.219 -1.026
C 6.329 0.057 0.007
C 6.381 -0.759 1.349
H 4.173 -1.155 -5.405
H 4.763 -2.237 -4.096
H 5.823 -1.373 -4.996
H 4.257 0.735 -4.256
H 3.583 -0.348 -3.162
H 6.094 1.066 -2.619
H 6.472 -0.563 -2.840
H 4.411 0.358 -0.757
H 4.907 -1.237 -0.995
H 7.294 -0.138 -0.462
H 6.448 1.116 0.232
H 7.396 -0.932 1.707
H 5.655 -0.428 2.092
H 6.126 -1.779 1.060
C 3.077 1.912 1.596
C 3.186 1.944 3.143
C 1.902 1.621 3.952
C 2.266 1.700 5.455
C 1.215 1.117 6.506
C 1.815 0.618 7.817
H 3.869 2.479 1.108
H 2.197 2.361 1.134
H 3.077 0.881 1.242
H 3.996 1.270 3.422
H 3.530 2.971 3.265
H 1.657 0.563 3.858
H 1.029 2.182 3.619
H 3.187 1.129 5.572
H 2.661 2.680 5.722
H 0.387 1.813 6.644
H 0.778 0.232 6.045
H 2.663 -0.045 7.645
H 2.159 1.378 8.519
H 1.208 -0.129 8.328
C -1.208 -0.165 -0.101
C -0.225 -0.605 -1.266
C 0.134 0.639 -2.192
C 0.750 1.705 -1.241
C 0.979 3.038 -2.003
C -0.107 4.027 -1.711
H -1.518 -1.046 0.462
H -2.132 0.256 -0.496
H -0.694 0.421 0.661
H 0.760 -0.980 -0.988
H -0.743 -1.315 -1.911
H -0.712 0.895 -2.830
H 0.863 0.251 -2.905
H 0.049 1.878 -0.425
H 1.659 1.279 -0.817
H 1.842 3.471 -1.498
H 1.331 2.800 -3.007
H -0.162 4.512 -0.736
H -0.055 4.808 -2.470
H -0.968 3.379 -1.873
C -4.364 -2.040 -0.815
C -5.153 -3.194 -1.494
C -4.348 -4.432 -1.735
C -5.071 -5.367 -2.698
C -4.382 -6.616 -3.223
C -3.648 -7.612 -2.277
H -3.573 -1.748 -1.506
H -3.811 -2.508 -0.001
H -4.939 -1.128 -0.654
H -6.081 -3.354 -0.946
H -5.423 -2.763 -2.458
H -4.196 -5.126 -0.908
H -3.373 -4.159 -2.140
H -5.960 -5.751 -2.198
H -5.250 -4.835 -3.632
H -5.160 -7.193 -3.724
H -3.648 -6.347 -3.982
H -4.220 -8.273 -1.627
H -2.879 -8.232 -2.738
H -3.064 -6.974 -1.614
C 2.226 -6.085 -1.369
C 3.097 -4.804 -1.529
C 3.498 -4.160 -0.174
C 2.174 -3.585 0.540
C 2.254 -2.718 1.844
C 0.870 -2.104 2.304
H 2.901 -6.931 -1.499
H 1.411 -6.177 -2.087
H 1.900 -6.216 -0.338
H 4.030 -5.050 -2.037
H 2.733 -3.957 -2.110
H 4.164 -3.309 -0.310
H 3.921 -4.951 0.446
H 1.603 -3.030 -0.204
H 1.614 -4.458 0.877
H 2.824 -3.279 2.584
H 2.834 -1.799 1.765
H 0.488 -1.622 1.404
H 0.135 -2.881 2.517
H 0.880 -1.303 3.044
*
```

Results
- HOMO level: -0.3594 hartree
- Lowest unoccupied orbital energy: -0.538 eV
- SMILES string: O=[N+]([O-])c1ccccc1.O=[N+]([O-])c1ccccc1.CCCCCC.CCCCCC.CCCCCC.CCCCCC.CCCCCC
- ΔE to the lowest compared entry with this formula, charge and spin: 37.1 kcal/mol
- Total energy: -56012.1932 eV
- Max |F|: 4.90 eV/Å